Entry 1:
A single C22H30FN3O3 molecule. Source: the OMol25 dataset; level of theory: ωB97M-V/def2-TZVPD.

Positions of all 59 atoms, in Å:
O -1.8717 -3.1384 -0.5657
C -1.2264 -2.1132 -0.6652
N -1.6012 -1.0587 -1.4087
C -2.8297 -1.0266 -2.1664
C -3.6498 0.2313 -1.8884
C -4.3114 0.2275 -0.5052
C -3.3124 0.2742 0.6158
C -3.1492 -0.8067 1.4725
C -2.2258 -0.7653 2.5013
C -1.4585 0.3729 2.6573
F -0.5370 0.4197 3.6491
C -1.6052 1.4707 1.8309
C -2.5399 1.4131 0.8151
C 0.1392 -1.9143 -0.0064
C 0.3089 -2.7650 1.2566
C 1.6834 -3.4442 1.3198
C 2.7888 -2.5532 0.7989
O 3.8222 -2.3246 1.3987
N 2.5281 -2.0568 -0.4357
C 3.4869 -1.1992 -1.0927
C 3.0198 0.2534 -1.2120
C 2.7042 0.8663 0.1546
N 2.0182 2.1330 0.0249
C 2.6549 3.3933 0.3375
C 1.4914 4.3901 0.3489
C 0.4619 3.7442 -0.5763
C 0.7999 2.2636 -0.5213
O 0.0999 1.3502 -0.9246
C 1.2298 -2.2901 -1.0228
H -1.0551 -0.2077 -1.3772
H -3.3900 -1.9273 -1.9032
H -2.5914 -1.0672 -3.2375
H -2.9965 1.1010 -1.9823
H -4.4293 0.3088 -2.6489
H -4.9673 1.0997 -0.4348
H -4.9277 -0.6675 -0.4083
H -3.7418 -1.6975 1.3320
H -2.0994 -1.5988 3.1735
H -0.9972 2.3471 1.9927
H -2.6715 2.2658 0.1658
H 0.2429 -0.8517 0.2258
H 0.1802 -2.1376 2.1382
H -0.4708 -3.5300 1.2667
H 1.6778 -4.3492 0.7073
H 1.9225 -3.7313 2.3435
H 4.3973 -1.2501 -0.4896
H 3.6983 -1.5946 -2.0925
H 3.7986 0.8326 -1.7114
H 2.1172 0.3016 -1.8233
H 2.0638 0.1822 0.7182
H 3.6184 1.0217 0.7285
H 3.1662 3.3330 1.3008
H 3.3948 3.6467 -0.4331
H 1.7962 5.3804 0.0177
H 1.0866 4.4750 1.3579
H -0.5692 3.9245 -0.2795
H 0.5787 4.0768 -1.6102
H 1.1332 -1.6880 -1.9266
H 1.1153 -3.3451 -1.3007

Summary:
E = -36633.887 eV
Highest occupied orbital energy = -0.3169 hartree
Structure (SMILES) = O=C(NCCCc1ccc(F)cc1)[C@H]1CCC(=O)N(CCCN2CCCC2=O)C1
Orbital gap = 9.222 eV
Relative energy (zero: lowest compared OMol25 entry of this formula, charge and spin) = 0.000 eV

=====

Entry 2:
A molecular structure, C22H30IrN3S2Sb2. Source: the OMol25 dataset; level of theory: ωB97M-V/def2-TZVPD.

Positions of all 60 atoms, in Å:
Ir -0.2252 1.1019 0.1920
S -4.4627 2.3951 0.9584
C -4.0231 3.0653 -0.5496
C -2.7382 2.7738 -0.9177
C -2.0661 1.9821 0.0554
C -2.8991 1.6971 1.1166
C -2.3665 0.8454 2.1422
C -3.0559 0.3097 3.2298
C -2.4093 -0.5361 4.1005
C -1.0613 -0.8279 3.8892
C -0.4280 -0.2833 2.8015
N -1.0578 0.5338 1.9334
H -4.7435 3.6549 -1.0952
H -2.3003 3.1345 -1.8379
H -4.0999 0.5591 3.3623
H -2.9400 -0.9708 4.9365
H -0.5087 -1.4685 4.5604
H 0.6178 -0.4697 2.6070
C 3.4566 0.3046 1.7527
Sb 2.1416 -0.1355 0.1463
C 3.3716 0.4093 -1.4929
C 2.1951 -2.2731 0.1346
C 2.0893 -2.7734 -1.2709
C 3.2459 -3.1012 -1.9741
C 3.1962 -3.4848 -3.3042
C 1.9727 -3.5456 -3.9534
C 0.8133 -3.2581 -3.2519
C 0.8453 -2.8791 -1.9099
C -0.4613 -2.6889 -1.1915
Sb -1.4017 -0.7546 -1.2137
C -3.1534 -1.4750 -0.2715
C -1.0937 -0.2066 -3.2371
H 4.4092 -0.1817 1.5489
H 3.0672 -0.0523 2.7043
H 3.6005 1.3817 1.8051
H 3.8661 -0.4777 -1.8839
H 4.1165 1.1181 -1.1355
H 2.7870 0.8716 -2.2844
H 1.3806 -2.6338 0.7617
H 3.1370 -2.5490 0.6071
H 4.2011 -3.0676 -1.4628
H 4.1066 -3.7441 -3.8267
H 1.9179 -3.8384 -4.9926
H -0.1451 -3.3593 -3.7497
H -0.4181 -2.9654 -0.1377
H -1.2136 -3.3280 -1.6582
H -3.5104 -2.3793 -0.7557
H -3.9496 -0.7381 -0.2190
H -2.7567 -1.6927 0.7208
H -1.8750 -0.5496 -3.9101
H -0.1510 -0.7070 -3.4589
H -1.0045 0.8746 -3.2990
N -0.9150 4.3123 1.7868
C 0.3778 4.2525 1.5413
N 1.2064 5.1277 2.0884
S 1.0896 3.0489 0.5021
H -1.3122 5.0193 2.3871
H -1.5371 3.6542 1.3330
H 0.8826 5.9034 2.6463
H 2.1926 5.0651 1.8942

Summary:
E = -65342.686 eV
Highest occupied orbital energy = -0.4943 hartree
Net charge = +2
Orbital gap = 6.371 eV
Relative energy (zero: lowest compared OMol25 entry of this formula, charge and spin) = 0.314 eV

=====

Entry 3:
A molecular structure, C22H30MgN6O6. Source: the OMol25 dataset; level of theory: ωB97M-V/def2-TZVPD.

Positions of all 65 atoms, in Å:
Mg -0.1656 -1.0881 0.3968
O -0.5250 -2.7740 1.8027
C -1.8604 -2.9902 2.1863
C -2.8160 -2.6018 1.0497
N -2.3626 -1.3499 0.4625
C -2.5359 -1.3333 -0.9746
C -1.4932 -2.2668 -1.6193
O -1.6423 -2.6290 -2.7751
O -0.5290 -2.5704 -0.8507
C -2.9175 -0.1573 1.0698
C -1.8485 0.9683 0.9818
O -2.1954 2.1295 0.8643
O -0.6650 0.5314 1.0905
H -0.4414 -3.1350 0.9023
H -2.0397 -2.3775 3.0755
H -2.0112 -4.0454 2.4603
H -3.8506 -2.5499 1.4235
H -2.7694 -3.3807 0.2806
H -2.2904 -0.3344 -1.3357
H -3.5527 -1.5984 -1.2993
H -3.1014 -0.3331 2.1335
H -3.8533 0.1740 0.6001
C 1.3896 -0.8348 5.8603
C 0.2677 -0.5451 5.0979
C 0.3388 -0.5810 3.7209
C 1.5432 -0.8992 3.0852
C 2.6814 -1.1640 3.8635
C 2.5936 -1.1414 5.2390
N 1.5550 -0.9680 1.7129
N 2.6764 -0.9044 1.1500
C 2.6593 -0.9719 -0.2262
C 3.8826 -1.0219 -0.9042
C 3.8642 -1.0325 -2.2870
C 2.6410 -0.9971 -2.9399
C 1.4768 -0.9689 -2.1793
N 1.4957 -0.9475 -0.8669
H 1.3292 -0.8247 6.9383
H -0.6612 -0.2928 5.5872
H -0.5015 -0.3282 3.0999
H 3.6064 -1.4175 3.3673
H 3.4627 -1.3624 5.8415
H 4.8019 -1.0506 -0.3427
H 4.7888 -1.0719 -2.8447
H 2.5839 -0.9950 -4.0177
H 0.5035 -0.9589 -2.6442
C -2.4315 1.8269 -3.1818
N -1.2037 2.5551 -2.9243
C -1.2948 3.9815 -3.1276
C -0.3249 1.9826 -2.0499
O -0.5431 0.8768 -1.5756
N 0.8071 2.7225 -1.7687
C 1.5043 2.4358 -0.5376
C 1.6204 3.2755 -2.8268
H -2.9303 2.2753 -4.0387
H -3.0939 1.8581 -2.3080
H -2.1926 0.7880 -3.4081
H -2.2854 4.3275 -2.8326
H -1.1382 4.2343 -4.1782
H -0.5630 4.4987 -2.5164
H 0.8146 1.9437 0.1464
H 1.8343 3.3778 -0.0940
H 2.3822 1.7982 -0.7003
H 1.1471 3.0940 -3.7874
H 2.6038 2.7899 -2.8269
H 1.7755 4.3504 -2.7002

Summary:
E = -49974.874 eV
Highest occupied orbital energy = -0.3200 hartree
Orbital gap = 7.259 eV
Relative energy (zero: lowest compared OMol25 entry of this formula, charge and spin) = 0.356 eV

=====

Entry 4:
A single C22H30N2O4 molecule. Source: the OMol25 dataset; level of theory: ωB97M-V/def2-TZVPD.

Positions of all 58 atoms, in Å:
C 2.3162 6.5574 -3.6452
C 2.8849 5.3076 -3.0458
C 2.6031 4.9648 -1.7345
C 3.1117 3.8160 -1.1498
C 3.9283 2.9821 -1.8968
O 4.5080 1.8201 -1.4443
C 4.2656 1.4186 -0.1253
C 2.8499 0.9958 0.1061
C 1.8370 0.6654 -0.7447
C 0.7562 0.3402 0.1203
C -0.5768 -0.0604 -0.4097
O -0.7647 0.0261 -1.6151
N -1.5356 -0.4879 0.4347
C -1.4218 -0.7394 1.8515
C -1.5579 -2.2387 2.1262
C -2.9051 -2.7514 1.6092
C -3.1257 -4.2676 1.8611
O -1.9146 -4.9890 1.9327
C -3.9408 -4.5668 3.1355
C -3.2129 -4.1489 4.4095
C -4.2650 -6.0593 3.1860
C -2.9964 -2.4228 0.1146
C -2.8023 -0.9246 -0.1163
N 1.1271 0.4762 1.3710
O 2.4174 0.8838 1.3736
C 4.2176 3.3167 -3.2168
C 3.7090 4.4632 -3.7992
C 4.0403 4.7920 -5.2223
H 3.1131 7.2214 -3.9789
H 1.7055 7.0881 -2.9194
H 1.6980 6.3214 -4.5108
H 1.9658 5.6076 -1.1442
H 2.8562 3.5938 -0.1257
H 4.5355 2.2022 0.5979
H 4.9303 0.5619 0.0387
H 1.8276 0.6545 -1.8128
H -0.4660 -0.3655 2.2129
H -2.2298 -0.1984 2.3587
H -1.4579 -2.4218 3.1937
H -0.7422 -2.7605 1.6226
H -3.7054 -2.2088 2.1240
H -3.7229 -4.6541 1.0160
H -1.4611 -4.9109 1.0880
H -4.8802 -4.0074 3.0567
H -2.2151 -4.5781 4.4162
H -3.1394 -3.0674 4.4855
H -3.7542 -4.5119 5.2801
H -3.3423 -6.6309 3.2300
H -4.8630 -6.2877 4.0646
H -4.8208 -6.3637 2.3017
H -3.9691 -2.7200 -0.2815
H -2.2245 -2.9677 -0.4346
H -2.8023 -0.6931 -1.1827
H -3.6081 -0.3667 0.3738
H 4.8551 2.6512 -3.7782
H 4.6892 4.0337 -5.6517
H 4.5431 5.7565 -5.2852
H 3.1325 4.8530 -5.8214

Summary:
E = -34470.298 eV
Highest occupied orbital energy = -0.3093 hartree
Structure (SMILES) = Cc1ccc(OCc2cc(C(=O)N3CCC([C@@H](O)C(C)C)CC3)no2)cc1C
Orbital gap = 9.134 eV
Relative energy (zero: lowest compared OMol25 entry of this formula, charge and spin) = 2.876 eV